(1)
106
Properties=species:S:1:pos:R:3:forces:R:3 method="wB97M-V/def2-TZVPD" homo_lumo_gap_ev="6.95 / 7.18" multiplicity=2 s2=0.807 homo_energy_ev="-7.63 / -7.59"
Cr 1.3818 -0.9056 3.1836 0.368 -0.281 -0.546
C 2.7446 2.2779 5.7800 -0.032 -0.041 0.018
C 2.0653 1.4125 4.7735 -0.029 -0.024 -0.038
N 2.2522 0.1261 4.7154 0.282 0.124 0.086
N 3.1315 -0.4096 5.6266 -0.098 -0.005 -0.047
C 3.0951 -1.7090 5.6144 -0.028 -0.028 0.069
N 3.9169 -2.3727 6.4648 -0.044 -0.016 0.007
S 2.0320 -2.6687 4.6176 -0.095 0.194 0.027
C 1.1563 1.8947 3.7281 -0.141 -0.081 0.155
C 0.7971 3.2894 3.5156 -0.033 0.030 0.058
C -0.1994 3.7987 2.7900 -0.124 -0.034 -0.012
C -1.7974 1.9702 2.8864 0.003 -0.074 0.013
C -0.9641 0.4928 1.3867 -0.223 0.038 -0.017
N 0.8191 0.8604 3.0111 0.437 0.453 -0.242
H 3.7948 1.9978 5.8391 0.008 0.018 0.003
H 2.3192 2.1140 6.7718 -0.004 -0.005 0.000
H 2.6599 3.3328 5.5341 -0.013 0.008 0.008
H 4.6423 -1.8468 6.9210 0.000 0.005 -0.001
H 4.0497 -3.3574 6.3280 0.012 0.004 -0.002
H 1.4343 4.0070 4.0150 0.013 0.011 -0.023
H -0.3186 4.8646 2.6617 0.010 0.040 -0.033
H -2.2494 2.2858 3.8228 0.003 0.014 0.001
H -1.2247 -0.4705 0.9696 0.011 -0.127 -0.037
Se -2.2638 5.9929 1.0926 0.059 -0.053 0.044
P -1.6847 4.3707 -0.1192 0.213 0.007 0.011
C -3.1785 3.8420 -1.0081 -0.210 0.314 0.322
C -3.6515 4.6326 -2.0549 -0.214 0.192 0.291
C -4.8392 4.3123 -2.6872 -0.043 0.052 0.161
C -5.5824 3.2153 -2.2638 0.031 0.020 -0.058
C -5.1352 2.4511 -1.1984 0.023 -0.021 0.058
C -3.9361 2.7620 -0.5690 -0.130 0.104 0.213
C -0.3150 4.8244 -1.2141 0.048 -0.047 0.004
C -0.3984 5.9960 -1.9683 -0.009 -0.004 0.006
C 0.6847 6.4170 -2.7189 0.003 -0.018 -0.022
C 1.8717 5.6943 -2.6957 -0.003 0.002 -0.017
C 1.9717 4.5512 -1.9211 0.009 -0.009 0.026
C 0.8811 4.1117 -1.1834 -0.050 0.039 -0.014
C -1.1270 2.8163 0.7401 -0.342 0.203 0.224
C -1.0319 1.5615 0.2810 0.254 -0.060 -0.113
N 0.3613 0.2925 1.9546 0.102 -0.342 0.242
N -1.8965 0.7751 2.4795 -0.042 0.005 -0.026
N -1.1769 2.9787 2.1589 0.206 0.007 -0.134
P -0.6656 0.8100 -1.3799 -0.222 0.056 -0.058
Se 1.3290 0.1633 -1.2128 0.109 -0.030 0.120
C -0.8908 1.9091 -2.8253 -0.103 -0.024 0.002
C -2.0966 2.5094 -3.1845 0.034 -0.415 -0.214
C -2.1908 3.2834 -4.3299 0.149 -0.056 -0.227
C -1.0823 3.4624 -5.1426 -0.053 0.004 0.044
C 0.1183 2.8578 -4.8041 0.070 -0.004 0.036
C 0.2149 2.0883 -3.6559 0.024 0.057 -0.059
C -1.8534 -0.5707 -1.5306 0.055 -0.033 0.070
C -1.4672 -1.8042 -1.0040 0.044 0.020 -0.023
C -2.3468 -2.8745 -0.9843 -0.007 -0.099 -0.049
C -3.6142 -2.7343 -1.5268 -0.010 0.034 -0.013
C -3.9967 -1.5244 -2.0892 0.020 0.015 0.012
C -3.1264 -0.4448 -2.0882 0.044 -0.061 0.061
H -3.0860 5.4921 -2.3884 0.009 -0.024 -0.004
H -5.1911 4.9233 -3.5085 -0.008 -0.001 -0.011
H -6.5125 2.9672 -2.7583 0.000 -0.002 -0.001
H -5.7120 1.6036 -0.8514 -0.004 -0.003 -0.004
H -3.6031 2.1494 0.2590 -0.008 0.014 -0.020
H -1.2921 6.6050 -1.9272 -0.005 -0.003 0.002
H 0.6106 7.3225 -3.3067 0.001 0.004 0.004
H 2.7219 6.0321 -3.2743 0.001 0.010 0.005
H 2.8979 3.9922 -1.8852 -0.012 -0.022 -0.002
H 0.9765 3.2120 -0.5889 0.036 -0.004 -0.011
H -2.9736 2.3958 -2.5716 0.216 -0.300 -0.395
H -3.1364 3.7470 -4.5806 0.098 -0.059 -0.039
H -1.1546 4.0708 -6.0350 0.001 -0.008 -0.014
H 0.9906 2.9887 -5.4312 0.005 0.003 0.004
H 1.1549 1.6243 -3.3907 0.001 0.008 0.005
H -0.4673 -1.9268 -0.6057 -0.025 0.040 -0.015
H -2.0283 -3.8093 -0.5415 0.013 0.050 -0.001
H -4.3040 -3.5685 -1.5164 0.001 -0.004 -0.004
H -4.9800 -1.4147 -2.5288 0.002 0.005 -0.009
H -3.4519 0.4775 -2.5341 -0.026 0.140 -0.048
O 3.2079 -1.3205 1.9014 -0.493 0.246 0.306
C 2.5274 -2.2389 1.4066 -0.035 0.049 -0.223
N 2.8682 -3.1524 0.4714 0.058 0.100 -0.048
C 1.8020 -4.1443 0.3371 -0.009 -0.017 -0.025
C 0.6953 -3.4796 1.2221 0.130 -0.071 0.023
O -0.4320 -3.9075 1.3288 -0.006 -0.022 0.015
N 1.2429 -2.3923 1.8155 -0.293 -0.220 -0.011
C 2.2605 -5.4716 0.9384 0.056 0.057 0.041
C 1.9361 -5.8402 2.2380 -0.008 -0.008 -0.013
C 2.4646 -7.0013 2.7876 -0.005 0.000 -0.006
C 3.3218 -7.7995 2.0471 -0.001 0.002 -0.005
C 3.6445 -7.4391 0.7452 -0.002 0.001 0.001
C 3.1134 -6.2841 0.1945 -0.022 -0.002 0.003
C 1.2949 -4.3061 -1.0850 0.055 -0.051 0.012
C 0.3949 -5.3342 -1.3611 -0.034 0.028 0.004
C -0.1012 -5.5047 -2.6425 -0.024 0.022 0.012
C 0.2927 -4.6483 -3.6639 0.014 0.008 0.004
C 1.1817 -3.6217 -3.3916 -0.005 -0.001 -0.012
C 1.6847 -3.4528 -2.1069 -0.049 0.031 0.014
H 3.8219 -3.3088 0.1929 0.007 -0.053 0.077
H 1.2650 -5.2304 2.8284 0.006 -0.004 0.014
H 2.2015 -7.2795 3.8000 0.000 0.006 0.001
H 3.7352 -8.7016 2.4795 -0.008 -0.005 -0.004
H 4.3068 -8.0610 0.1567 0.000 0.001 -0.001
H 3.3505 -6.0146 -0.8285 0.009 -0.001 -0.003
H 0.0810 -5.9936 -0.5622 0.011 -0.022 -0.003
H -0.7993 -6.3069 -2.8454 -0.001 -0.003 0.001
H -0.0923 -4.7839 -4.6665 -0.009 0.007 0.004
H 1.4869 -2.9420 -4.1771 0.000 0.003 0.006
H 2.3595 -2.6350 -1.8982 0.024 -0.002 0.001


(2)
24
Properties=species:S:1:pos:R:3:forces:R:3 method="wB97M-V/def2-TZVPD" homo_lumo_gap_ev="8.32 / 8.32" homo_energy_ev="-7.73 / -7.73"
C 2.9235 1.1080 -0.2381 1.685 0.042 1.177
C 3.4613 -0.1970 -0.2400 -2.273 1.107 -0.348
C 1.6000 1.3763 -0.0538 1.095 -0.197 -0.724
C 2.5793 -1.2255 -0.1835 -1.866 -0.786 -0.561
C 0.7221 0.3334 -0.1087 0.708 -0.288 -0.667
C 1.1648 -0.9704 -0.1637 3.273 0.922 0.575
C -0.6320 0.6297 -0.2381 -3.555 -3.993 0.471
C -0.9703 -1.5389 -0.0368 -1.564 3.512 -0.430
C -2.0217 -2.2145 0.8405 0.833 1.833 0.591
C -2.4065 2.1732 0.1583 -1.741 1.563 0.217
O 0.3182 -1.9425 0.0863 -1.215 -1.804 0.020
O -1.2991 0.2182 -1.5081 0.573 1.314 1.632
O -1.3405 -1.1966 -1.3937 0.253 -1.036 0.585
O -1.0842 1.7309 0.4133 0.145 -1.206 -1.634
H 3.7147 1.8200 -0.1836 -0.036 1.152 -0.263
H 4.4973 -0.3151 -0.3540 1.177 -0.349 -0.002
H 1.0761 2.2932 -0.0380 0.502 1.404 0.138
H 2.8851 -2.2429 -0.2919 0.200 -0.575 0.259
H -1.8642 -3.2578 1.0248 0.916 -0.520 0.855
H -2.9573 -2.3042 0.3341 -0.780 0.866 -0.488
H -2.1018 -1.4993 1.7742 -0.073 -2.025 -1.561
H -3.2334 1.6597 0.7919 1.568 0.341 -1.355
H -2.6924 2.3623 -0.9312 0.528 -1.109 1.362
H -2.3389 3.1997 0.5397 -0.355 -0.167 0.150


(3)
60
Properties=species:S:1:pos:R:3:forces:R:3 method="wB97M-V/def2-TZVPD" homo_lumo_gap_ev="4.25 / 4.69" charge=+2 multiplicity=4 s2=3.821 homo_energy_ev="-14.55 / -14.55"
Cr -2.0922 2.7789 0.2350 4.544 -4.586 -0.811
C 1.5723 2.1015 0.2522 0.091 -1.026 -0.235
C 0.8069 2.0702 -1.0680 0.855 1.110 -0.167
C 1.1146 0.9715 -2.0643 0.238 -0.498 0.120
O -0.5642 2.1284 -0.8790 -4.605 1.805 1.820
H 1.2141 1.3480 0.9564 -0.263 -0.047 -0.125
H 1.5229 3.0758 0.7281 0.305 0.118 -0.087
H 2.5779 1.7632 0.0014 0.235 0.597 0.258
H 1.0233 3.0400 -1.5771 0.085 -0.272 0.178
H 0.7302 1.2368 -3.0464 -0.240 -0.142 0.049
H 0.7098 0.0195 -1.7188 -0.164 -0.001 -0.113
H 2.1859 0.8084 -2.1901 0.063 0.285 0.202
C -1.5206 5.0351 4.5856 -0.865 -0.723 1.419
C -0.1821 4.4115 4.9257 0.356 -0.284 -0.486
C 0.0287 2.9749 4.3663 0.057 -0.366 0.191
C -0.6205 2.7284 3.0965 0.359 0.072 0.343
N -1.1291 2.5325 2.0878 -1.171 0.790 -1.454
H -1.6472 5.9891 5.0946 0.330 0.370 -0.637
H -2.3138 4.4679 5.0973 0.094 -0.241 -0.299
H -1.7815 5.0365 3.5301 0.236 0.463 -0.094
H -0.0548 4.2814 5.9979 -0.032 0.324 0.050
H 0.6499 5.0081 4.5528 -0.061 0.132 0.091
H -0.3311 2.1951 5.0464 -0.249 0.123 0.006
H 1.0929 2.7487 4.2562 0.007 0.064 -0.197
C -6.0901 -2.6722 1.4043 0.833 -0.317 0.207
C -5.3494 -1.3410 1.3844 -0.945 0.683 -0.480
C -3.8615 -1.5335 1.0608 -0.087 -0.376 0.246
C -3.2025 -0.3109 0.6443 -0.063 -0.723 0.216
N -2.6420 0.6401 0.3448 -0.091 2.586 -0.074
H -5.6516 -3.3312 2.1583 -0.132 0.004 0.051
H -5.9420 -3.1695 0.4442 -0.291 -0.023 -0.021
H -7.1469 -2.5672 1.6228 -0.049 0.124 -0.093
H -5.5347 -0.7525 2.2845 0.391 -0.219 0.213
H -5.7925 -0.7241 0.5933 0.098 -0.091 -0.074
H -3.7770 -2.2805 0.2666 0.142 0.183 -0.154
H -3.2981 -1.9355 1.9092 0.004 0.074 0.021
C 0.2540 -1.6517 1.0817 -0.693 0.119 -0.765
C -0.2485 -2.7464 0.1397 -0.474 0.490 -0.927
C 0.3049 -4.1538 0.3022 -0.511 -0.747 0.096
C 0.4824 -4.5880 1.6887 0.013 0.117 0.086
N 0.6478 -4.9214 2.7744 -0.090 0.111 -0.001
H -0.1242 -0.7205 0.6385 0.447 0.170 0.140
H 1.3396 -1.6474 1.1467 -0.001 0.138 0.157
H -0.2132 -1.6994 2.0655 0.312 -0.347 0.143
H -0.1244 -2.4769 -0.9197 0.795 0.142 0.205
H -1.3471 -2.7264 0.0964 0.006 -0.463 0.827
H 1.2445 -4.3489 -0.2167 0.056 0.395 -0.014
H -0.4180 -4.8383 -0.1520 0.153 -0.094 -0.001
C 4.0227 -2.4105 -5.7387 -0.313 0.607 -0.258
C 4.2557 -0.9579 -6.1602 0.625 -0.996 0.428
C 4.3672 0.0075 -4.9723 0.857 0.956 -1.194
C 5.6438 0.0058 -4.2549 -0.832 -0.804 -0.062
N 6.6232 -0.0040 -3.6680 0.675 0.090 0.380
H 4.0188 -3.0492 -6.6192 -0.029 -0.126 0.051
H 3.0509 -2.4860 -5.2472 0.098 -0.293 0.182
H 4.8371 -2.7184 -5.0856 -0.140 -0.182 0.153
H 3.4933 -0.5892 -6.8430 -0.082 -0.055 0.023
H 5.2097 -0.9813 -6.6902 -0.056 0.488 -0.128
H 3.5388 -0.0510 -4.2706 -0.101 0.082 -0.065
H 4.4372 0.9798 -5.4797 -0.727 0.230 0.467


(4)
9
Properties=species:S:1:pos:R:3:forces:R:3 method="wB97M-V/def2-TZVPD" homo_lumo_gap_ev=8.37 homo_energy_ev=-8.92
C -1.2824 -0.5235 0.0222 -0.343 -0.233 -0.089
C -3.0609 2.4159 0.3993 0.551 -0.249 0.997
C 0.0566 -0.5741 -0.5562 1.863 -1.692 1.617
F -4.1622 1.8223 -0.0037 0.707 1.366 -0.646
F -2.8181 3.5196 -0.2873 -1.261 -1.083 -0.290
Br -2.0518 -2.2472 0.0066 0.055 0.175 0.099
H 0.7183 -0.3628 0.4293 -1.285 -0.340 -1.941
H 0.4272 -1.5740 -1.0124 -0.525 1.733 0.547
H 0.2017 0.2969 -1.1739 0.237 0.324 -0.293


Repeat the fourth record exactly.
9
Properties=species:S:1:pos:R:3:forces:R:3 method="wB97M-V/def2-TZVPD" homo_lumo_gap_ev=8.37 homo_energy_ev=-8.92
C -1.2824 -0.5235 0.0222 -0.343 -0.233 -0.089
C -3.0609 2.4159 0.3993 0.551 -0.249 0.997
C 0.0566 -0.5741 -0.5562 1.863 -1.692 1.617
F -4.1622 1.8223 -0.0037 0.707 1.366 -0.646
F -2.8181 3.5196 -0.2873 -1.261 -1.083 -0.290
Br -2.0518 -2.2472 0.0066 0.055 0.175 0.099
H 0.7183 -0.3628 0.4293 -1.285 -0.340 -1.941
H 0.4272 -1.5740 -1.0124 -0.525 1.733 0.547
H 0.2017 0.2969 -1.1739 0.237 0.324 -0.293